C39H38Cl2MnN8O4S | ωB97M-V with the def2-TZVPD basis set

Summary:
Total energy, hartree: -4717.2101
Net charge: +2
HOMO-LUMO gap (alpha / beta), eV: 7.5 / 5.9
HOMO level (alpha / beta), eV: -13.24 / -13.76
M, g mol⁻¹: 840.7
ΔE to the lowest compared entry with this formula, charge and spin, eV: 0.000
LUMO level (alpha / beta), eV: -5.74 / -7.84
Multiplicity: 4

Each line ends with the Löwdin charge.
Geometry (Å):
Mn: 0.064 0.054 0.408  0.592
Cl: -4.683 -3.874 -2.335  0.783
C: -3.380 -2.796 -2.115  -0.649
C: -3.077 -2.370 -0.841  -0.035
C: -1.997 -1.498 -0.659  -0.189
N: -1.546 -0.966 0.516  0.021
C: -1.957 -1.357 1.776  -0.414
O: -2.810 -2.172 2.035  0.129
C: -1.183 -0.638 2.848  -0.171
C: -1.513 -0.799 4.177  0.048
C: -0.773 -0.116 5.132  0.005
C: 0.261 0.706 4.717  -0.005
C: 0.530 0.815 3.363  -0.084
N: -0.171 0.154 2.442  -0.001
C: -1.241 -1.048 -1.799  -0.187
C: -1.584 -1.475 -3.094  -0.016
C: -2.627 -2.350 -3.245  -0.650
Cl: -3.026 -2.909 -4.811  0.775
N: -0.203 -0.252 -1.458  0.037
C: 0.519 0.550 -2.339  -0.400
O: 0.267 0.746 -3.498  0.155
C: 1.674 1.196 -1.624  -0.163
C: 2.613 1.935 -2.312  0.056
C: 3.688 2.459 -1.605  0.015
C: 3.797 2.192 -0.250  0.003
C: 2.812 1.442 0.369  -0.095
N: 1.755 0.974 -0.297  -0.004
H: -3.663 -2.707 -0.002  0.114
H: -2.336 -1.451 4.433  0.138
H: -1.002 -0.223 6.184  0.130
H: 0.860 1.260 5.426  0.125
H: 1.330 1.452 3.009  0.107
H: -1.021 -1.135 -3.950  0.117
H: 2.486 2.082 -3.375  0.141
H: 4.436 3.056 -2.109  0.132
H: 4.631 2.560 0.329  0.128
H: 2.869 1.203 1.423  0.115
C: 1.145 -5.977 1.425  -0.086
C: -0.266 -5.830 0.873  -0.216
C: -0.627 -4.386 0.554  -0.177
N: 0.198 -3.887 -0.555  0.084
C: 1.077 -2.918 -0.528  -0.666
S: 1.338 -1.917 0.872  0.819
N: 1.833 -2.634 -1.614  0.125
C: 1.583 -2.914 -3.005  -0.365
O: 1.717 -1.996 -3.767  0.152
C: 1.203 -4.288 -3.383  -0.177
C: 1.745 -5.397 -2.729  -0.043
C: 1.406 -6.672 -3.150  -0.047
C: 0.521 -6.837 -4.209  -0.038
C: -0.012 -5.734 -4.865  -0.039
C: 0.338 -4.456 -4.464  -0.012
H: 1.360 -7.015 1.673  0.083
H: 1.276 -5.383 2.331  0.081
H: 1.898 -5.653 0.702  0.062
H: -0.998 -6.198 1.595  0.122
H: -0.393 -6.442 -0.025  0.113
H: -0.454 -3.741 1.412  0.083
H: -1.672 -4.291 0.257  0.114
H: 0.163 -4.451 -1.399  0.131
H: 2.400 -1.804 -1.500  0.125
H: 2.452 -5.260 -1.918  0.123
H: 1.839 -7.535 -2.664  0.118
H: 0.255 -7.835 -4.533  0.120
H: -0.690 -5.873 -5.696  0.119
H: -0.047 -3.585 -4.977  0.108
C: 1.853 7.214 2.617  -0.063
C: 0.800 7.527 1.565  -0.176
N: -0.183 6.450 1.370  -0.044
C: -1.484 6.583 2.025  -0.194
C: -1.416 6.412 3.536  -0.061
C: 0.229 5.369 0.691  -0.426
O: 1.370 5.214 0.271  0.068
C: -0.738 4.248 0.380  -0.082
C: -1.913 4.387 -0.346  0.028
C: -2.591 3.246 -0.750  0.006
C: -2.060 2.007 -0.454  -0.069
N: -0.909 1.865 0.219  0.009
C: -0.284 2.969 0.638  -0.041
H: 2.570 8.033 2.668  0.085
H: 2.397 6.308 2.353  0.069
H: 1.414 7.092 3.606  0.064
H: 1.279 7.712 0.604  0.126
H: 0.235 8.420 1.834  0.126
H: -2.171 5.854 1.606  0.097
H: -1.880 7.569 1.776  0.129
H: -0.970 5.451 3.798  0.078
H: -2.419 6.456 3.960  0.083
H: -0.825 7.199 4.002  0.072
H: -2.284 5.370 -0.608  0.140
H: -3.510 3.310 -1.315  0.127
H: -2.551 1.100 -0.779  0.117
H: 0.658 2.841 1.154  0.111